(1)
The following is a quantum chemistry calculation of a 7-piece molecular cluster, H14O7 overall, from OMol25.

For the total energy, the calculation gives -14559.74207 eV. Its structure (SMILES) is O.O.O.O.O.O.O. For the HOMO-LUMO gap, the calculation gives 9.9 eV.

Element x y z (Å)
O 17.83581 -14.27461 1.59944
H 17.12220 -14.08758 2.21516
H 18.11117 -13.39876 1.25813
O 15.86351 -8.67957 0.05537
H 15.39650 -8.80078 -0.78548
H 15.26919 -8.14530 0.59901
O 19.67724 -12.16813 0.90122
H 18.97378 -11.58013 0.58263
H 19.97142 -11.76790 1.72610
O 16.94937 -11.17906 0.91028
H 16.06170 -11.45005 1.21495
H 16.85367 -10.24091 0.66228
O 13.29880 -12.10618 -1.11702
H 13.71392 -12.08399 -0.24577
H 12.45421 -11.65626 -1.00317
O 18.04871 -7.08814 -0.92665
H 17.82342 -6.41148 -1.57412
H 17.20904 -7.53703 -0.71577
O 14.51088 -12.23849 2.00191
H 14.77299 -12.44468 2.90887
H 14.12323 -11.35408 2.05498

These are the Mulliken partial charges, in e, on atoms 1 to 6: atom 1 (O): -0.644, atom 2 (H): 0.262, atom 3 (H): 0.383, atom 4 (O): -0.771, atom 5 (H): 0.355, atom 6 (H): 0.313

***

(2)
The following is a quantum chemistry calculation of H14O7Tl as an isolated structure, from OMol25.

For the total energy, the calculation gives -19216.46092 eV. The charge is +3. For the HOMO-LUMO gap, the calculation gives 4.6 eV.

Element x y z (Å)
Tl -0.73927 0.29762 0.17918
O -0.67601 -2.61738 -0.11248
H -0.47509 -3.38409 0.45652
H -0.23853 -2.82053 -0.94863
O 0.14414 1.66680 -2.15763
H 0.61274 2.50318 -2.00531
H 0.35278 1.42408 -3.07627
O -0.62527 1.80066 2.62061
H -0.50561 1.19423 3.37117
H -0.61826 2.69711 3.00727
O -1.12263 -0.91223 -2.33109
H -2.02333 -0.90692 -2.71574
H -0.77181 -1.79030 -2.54783
O 1.90147 -0.55619 -0.71637
H 2.60252 -0.13791 -1.24543
H 1.98387 -1.50411 -0.90476
O 1.45190 2.22877 0.43355
H 2.27356 1.71303 0.35114
H 1.69786 3.13617 0.16658
O -1.60655 -1.05381 2.49515
H -2.26640 -0.98785 3.21215
H -1.35205 -1.99032 2.46822

These are the Mulliken partial charges, in e, on atoms 1 to 6: atom 1 (Tl): 1.588, atom 2 (O): -0.466, atom 3 (H): 0.348, atom 4 (H): 0.282, atom 5 (O): -0.451, atom 6 (H): 0.307

***

(3)
The following is a quantum chemistry calculation of H15LiO8 as an isolated structure, from OMol25.

For the total energy, the calculation gives -16825.95213 eV. For the HOMO-LUMO gap, the calculation gives 8.4 eV.

Element x y z (Å)
Li -1.42529 0.66317 0.73833
O 0.48571 0.18417 0.50533
H 0.18571 -0.61783 0.36533
O -0.06329 0.46117 -1.97067
H 0.07971 0.61817 -0.93267
H 0.59871 0.98017 -2.45367
O 1.37571 0.07317 2.89833
H 0.95071 -0.07883 2.03333
H 1.04971 -0.61083 3.36033
O 0.20471 -2.42483 -1.67867
H 0.57271 -1.69283 -1.81467
H 0.57371 -3.23783 -2.34367
O -2.14629 1.98617 -0.86167
H -1.43229 1.50817 -1.35467
H -2.64529 2.30617 -1.55367
O -1.98529 -1.42083 1.31133
H -1.37729 -1.88283 2.00533
H -1.77129 -2.04083 0.52033
O 2.36771 -0.56783 -0.09467
H 2.29471 -1.50083 0.14833
H 1.35371 -0.28883 -0.05867
O 0.39871 2.80917 0.72933
H 0.04171 2.97317 -0.21567
H 0.31271 1.80217 0.71733

These are the Mulliken partial charges, in e, on atoms 1 to 6: atom 1 (Li): 0.866, atom 2 (O): -1.013, atom 3 (H): 0.523, atom 4 (O): -0.793, atom 5 (H): 0.423, atom 6 (H): 0.336

***

Values of ΔE to the lowest compared entry with this formula, charge and spin, in order: 39.65; 26.14; 92.48, all in kcal/mol.